Computed, not measured: 2 unconnected molecules or ions with the total composition C12H19N2O in a non-equilibrium geometry, with the ωB97M-V functional and the def2-TZVPD basis.

```
34
Properties=species:S:1:pos:R:3:forces:R:3
C 1.438 2.646 -4.016 -0.66 0.55 -0.10
C 2.316 1.534 -3.843 -1.82 3.25 0.77
C 0.257 2.783 -3.220 2.76 -0.80 -0.17
C 2.062 0.718 -2.787 -1.03 -1.20 0.94
C 0.030 1.911 -2.140 -1.56 -0.40 -0.87
C 0.932 0.915 -1.981 1.03 -0.74 -0.39
C -0.841 -0.432 3.232 0.07 0.12 1.97
C -0.784 0.927 2.556 -0.50 1.09 -1.09
C -0.402 -0.322 0.370 -1.66 1.09 0.45
C -0.498 -1.604 1.094 -1.01 -3.34 0.66
C -1.278 -2.641 0.222 -3.44 5.42 -0.48
C 0.853 -2.221 1.377 0.17 -0.05 -0.14
N -1.360 -1.393 2.350 0.63 -0.64 -2.92
N 0.152 0.766 1.225 1.00 1.07 0.43
O -1.570 0.135 -0.153 -1.05 -0.09 0.74
H 1.693 3.420 -4.782 -0.46 -0.83 0.73
H 3.284 1.522 -4.269 0.54 -0.31 -1.02
H -0.440 3.572 -3.247 -0.53 1.03 -0.85
H 2.722 -0.113 -2.785 0.35 -0.84 1.03
H -1.024 1.904 -1.777 1.17 0.03 0.45
H 0.205 -0.691 3.739 -1.96 0.58 -0.81
H -1.663 -0.332 4.001 1.34 0.15 -0.13
H -1.766 1.324 2.098 1.47 -0.92 1.00
H -0.424 1.649 3.339 0.24 -0.30 -1.45
H -2.376 -2.678 0.649 2.03 -0.10 -1.25
H -0.911 -3.564 0.056 1.55 -2.99 0.05
H -1.265 -2.077 -0.780 -0.66 -1.49 1.02
H 0.717 -3.071 2.044 0.14 0.51 0.82
H 1.481 -1.388 1.746 0.65 -1.30 0.01
H 1.230 -2.799 0.507 0.23 1.28 0.07
H -1.693 -2.298 2.687 0.42 0.57 0.25
H 0.200 1.608 0.502 0.19 -1.61 2.29
H 1.105 0.450 1.596 -1.31 1.05 -1.04
H -2.381 -0.163 0.389 1.68 0.17 -0.98
```
Forces are in eV/Å.

Values from the calculation:
Kohn-Sham gap (alpha / beta) ... 0.2872 / 0.3144 Eh
F_max ... 6.4 eV Å⁻¹
Total charge ... +1
LUMO energy (alpha / beta) ... -4.378 / -3.562 eV
HOMO level (alpha / beta) ... -12.2 / -12.1 eV
ΔE to the lowest compared entry with this formula, charge and spin ... 599.43 kJ/mol
Molecular weight ... 207.30 u

These are the natural (NBO) partial charges, in e, on atoms 1 to 6: C -0.188; C -0.183; C -0.183; C -0.319; C -0.389; C 0.140